The following is a DFT calculation (the ωB97M-V functional and the def2-TZVPD basis) of C5H8N2O as an isolated structure in a non-equilibrium geometry.

Properties
- Electronic energy: -10335.7116 eV
- Kohn-Sham gap: 9.3 eV
- Energy above the lowest of the compared OMol25 structures with the same formula, charge and spin: 161.76 kcal per mole
- LUMO energy: 0.0329 Ha

Each line ends with the Mulliken charge.
CARTESIAN COORDINATES (ANGSTROEM)
C1 -1.42 -1.44 0.50  0.072
C2 1.08 0.40 0.71  -0.190
C3 -0.10 1.11 0.12  -0.547
C4 0.18 0.05 -1.05  -0.034
C5 1.67 0.33 -0.69  -0.519
H1 -3.29 -0.98 -0.04  0.190
H2 -1.58 -1.54 1.65  0.297
H3 1.86 0.71 1.51  0.373
H4 0.30 2.05 -0.16  0.312
H5 -1.18 1.16 0.45  0.251
H6 -0.13 -0.13 -2.10  0.405
H7 2.49 -0.40 -0.97  0.319
H8 1.95 1.70 -0.63  0.193
N1 -2.36 -1.00 -0.33  -0.564
N2 -0.08 -1.18 -0.08  -0.138
O1 0.61 -0.86 1.11  -0.419